No. 1
Molecular formula: C3H9N2S
Method: DFT, ωB97M-V/def2-TZVPD

LUMO energy (spin up / spin down), hartree: 0.220 / 0.217
HOMO level (spin up / spin down), eV: 4.1021 / 0.1017
Frontier orbital gap (spin up / spin down), eV: 1.875 / 5.813
M, g mol⁻¹: 105.2
Relative energy (zero: lowest compared OMol25 entry of this formula, charge and spin), kcal/mol: 1.79

Geometry as ORCA input:
```
! wB97M-V def2-TZVPD RIJCOSX def2/J DEFGRID3
* xyz -2 2
C 0.042 0.037 -0.006
C -1.258 0.732 -0.350
S -1.468 2.338 0.482
N 0.176 -1.266 -0.685
C 1.540 -1.791 -0.685
N 2.059 -2.106 0.631
H 0.052 -0.115 1.074
H 0.880 0.698 -0.273
H -1.357 0.720 -1.446
H -2.070 0.064 -0.044
H -0.021 -1.125 -1.683
H 1.529 -2.691 -1.295
H 2.256 -1.089 -1.123
H 2.135 -1.249 1.167
H 1.420 -2.713 1.133
*
```



No. 2
Molecular formula: C3H9N2S
Method: DFT, ωB97M-V/def2-TZVPD

LUMO energy, hartree: -0.130
Structure (SMILES): S[C@H]1NCC[NH2+]1
HOMO level, eV: -13.8325
Frontier orbital gap, eV: 10.297
M, g mol⁻¹: 105.2
Relative energy (zero: lowest compared OMol25 entry of this formula, charge and spin), kcal/mol: 53.86

Geometry as ORCA input:
```
! wB97M-V def2-TZVPD RIJCOSX def2/J DEFGRID3
* xyz 1 1
S -2.443 0.197 0.173
C -0.882 -0.021 -0.697
N 0.137 1.294 -0.499
C 1.047 0.915 0.592
C 1.362 -0.577 0.336
N 0.000 -1.054 -0.193
H -3.461 -0.504 -0.579
H -1.019 -0.133 -1.730
H -0.576 2.061 -0.156
H 0.515 1.149 1.578
H 1.895 1.573 0.708
H 2.119 -0.534 -0.371
H 1.609 -1.139 1.204
H 0.271 -1.808 -0.869
H -0.573 -1.419 0.505
*
```



No. 3
Molecular formula: C3H9N2Se
Method: DFT, ωB97M-V/def2-TZVPD

LUMO energy, hartree: -0.127
Structure (SMILES): N[C@@H]1[NH2+]CC[Se]1
HOMO level, eV: -13.1939
Frontier orbital gap, eV: 9.740
M, g mol⁻¹: 152.1
Relative energy (zero: lowest compared OMol25 entry of this formula, charge and spin), kcal/mol: 39.59

Geometry as ORCA input:
```
! wB97M-V def2-TZVPD RIJCOSX def2/J DEFGRID3
* xyz 1 1
N 0.168 2.018 -0.528
C -0.377 0.973 0.676
N 0.812 0.045 0.659
C 0.568 -1.211 0.013
C -0.814 -1.468 -0.602
Se -1.974 -0.165 0.378
H -0.386 1.775 -1.391
H -0.094 3.025 -0.320
H -0.571 1.560 1.626
H 1.284 -0.199 1.592
H 1.359 0.687 0.038
H 0.793 -1.937 0.837
H 1.370 -1.342 -0.818
H -0.724 -1.267 -1.751
H -1.417 -2.496 -0.408
*
```



No. 4
Molecular formula: C3H9N3
Method: DFT, ωB97M-V/def2-TZVPD

LUMO energy, hartree: 0.020
HOMO level, eV: -7.8982
Frontier orbital gap, eV: 8.453
M, g mol⁻¹: 87.1
Relative energy (zero: lowest compared OMol25 entry of this formula, charge and spin), kcal/mol: 92.35

Geometry as ORCA input:
```
! wB97M-V def2-TZVPD RIJCOSX def2/J DEFGRID3
* xyz 0 1
C -2.547 0.287 0.038
C 1.199 -1.262 0.107
N -1.175 0.511 -0.405
C 0.889 0.218 -0.107
N 1.993 1.045 0.226
N -0.302 0.615 0.541
H -0.015 0.121 -1.208
H 1.890 2.002 -0.077
H 2.889 0.671 -0.052
H -2.699 0.745 1.018
H -2.743 -0.786 0.125
H -3.229 0.715 -0.695
H 0.318 -1.879 -0.058
H 1.552 -1.418 1.131
H 1.979 -1.587 -0.583
*
```



No. 5
Molecular formula: C3H9N3
Method: DFT, ωB97M-V/def2-TZVPD

LUMO energy, hartree: 0.039
Structure (SMILES): C[C@H]1NC1(N)N
HOMO level, eV: -8.4449
Frontier orbital gap, eV: 9.509
M, g mol⁻¹: 87.1
Relative energy (zero: lowest compared OMol25 entry of this formula, charge and spin), kcal/mol: 56.50

Geometry as ORCA input:
```
! wB97M-V def2-TZVPD RIJCOSX def2/J DEFGRID3
* xyz 0 1
C 1.428 0.768 1.061
C 0.124 0.767 0.340
N 0.454 0.364 -1.360
C -0.489 -0.267 -0.513
N -1.889 -0.098 -0.795
N -0.097 -1.542 0.053
H 2.125 0.090 0.571
H 1.286 0.542 2.119
H 1.859 1.770 1.007
H -0.551 1.566 0.651
H -0.002 0.987 -2.020
H -2.461 -0.271 0.025
H -2.157 -0.732 -1.541
H -0.013 -1.815 1.023
H 0.384 -2.129 -0.620
*
```



No. 6
Molecular formula: C3H9N3
Method: DFT, ωB97M-V/def2-TZVPD

LUMO energy, hartree: -0.011
HOMO level, eV: -8.8018
Frontier orbital gap, eV: 8.489
M, g mol⁻¹: 87.1
Relative energy (zero: lowest compared OMol25 entry of this formula, charge and spin), kcal/mol: 260.49

Geometry as ORCA input:
```
! wB97M-V def2-TZVPD RIJCOSX def2/J DEFGRID3
* xyz 0 1
C -2.720 0.507 -0.174
C -1.424 -0.060 0.639
C 1.990 -0.236 0.102
H -1.983 1.702 -1.134
H -3.381 -0.816 -0.983
H -3.464 0.965 1.091
H -1.698 -1.279 1.138
H -1.036 0.566 1.672
H -0.678 -0.781 -1.495
H 0.745 -1.973 0.143
H 2.728 -1.061 0.208
H 3.246 1.267 0.344
N -0.361 -0.147 -0.549
N 0.735 -0.902 -0.029
N 2.261 1.070 -0.049
*
```



No. 7
Molecular formula: C3H9N3
Method: DFT, ωB97M-V/def2-TZVPD

LUMO energy, hartree: 0.037
Structure (SMILES): N[C@H]1[C@H](N)[C@H]1N
HOMO level, eV: -8.2732
Frontier orbital gap, eV: 9.277
M, g mol⁻¹: 87.1
Relative energy (zero: lowest compared OMol25 entry of this formula, charge and spin), kcal/mol: 42.95

Geometry as ORCA input:
```
! wB97M-V def2-TZVPD RIJCOSX def2/J DEFGRID3
* xyz 0 1
N 1.244 -0.109 1.503
C 0.255 0.519 0.684
C 0.333 0.494 -0.818
N -0.048 1.590 -1.631
C -0.694 -0.339 -0.087
N -0.368 -1.787 -0.050
H 1.537 -0.982 1.096
H 0.887 -0.361 2.458
H -0.187 1.412 1.139
H 1.124 -0.104 -1.202
H -1.116 1.680 -1.580
H 0.371 2.518 -1.224
H -1.822 -0.092 -0.029
H -0.960 -2.155 0.695
H -0.555 -2.285 -0.952
*
```



No. 8
Molecular formula: C3H9N3
Method: DFT, ωB97M-V/def2-TZVPD

LUMO energy (spin up / spin down), hartree: -0.363 / -0.425
HOMO level (spin up / spin down), eV: -18.5808 / -17.8760
Frontier orbital gap (spin up / spin down), eV: 8.707 / 6.322
M, g mol⁻¹: 87.1
Relative energy (zero: lowest compared OMol25 entry of this formula, charge and spin), kcal/mol: 11.65

Geometry as ORCA input:
```
! wB97M-V def2-TZVPD RIJCOSX def2/J DEFGRID3
* xyz 2 3
C 2.694 -0.187 -0.087
C 0.452 -0.584 0.344
C -3.316 0.471 0.239
N 3.704 0.612 -0.018
N 1.395 0.288 0.179
N -2.332 -0.243 -0.316
H 2.780 -1.178 -0.453
H 0.657 -1.551 -0.002
H -3.777 0.004 1.061
H -4.161 0.481 -0.421
H -3.113 1.542 0.391
H 4.615 0.216 -0.142
H 3.724 1.626 0.277
H 1.434 1.185 0.646
H -2.520 -1.220 -0.384
*
```



No. 9
Molecular formula: C3H9N3O
Method: DFT, ωB97M-V/def2-TZVPD

LUMO energy, hartree: 0.036
HOMO level, eV: -8.6000
Frontier orbital gap, eV: 9.585
M, g mol⁻¹: 103.1
Relative energy (zero: lowest compared OMol25 entry of this formula, charge and spin), kcal/mol: 89.58

Geometry as ORCA input:
```
! wB97M-V def2-TZVPD RIJCOSX def2/J DEFGRID3
* xyz 0 1
C -0.964 1.459 -0.899
C -0.392 -1.038 1.792
N 1.305 0.599 -0.045
N 0.577 1.078 -1.190
C 0.754 -0.664 -0.260
O 1.376 -1.387 -1.230
N -0.210 -1.273 0.375
H 0.951 -2.259 -1.216
H 1.019 1.044 0.822
H 0.878 0.708 -2.096
H -1.626 0.612 -1.075
H -1.158 2.226 -1.648
H -1.107 1.869 0.101
H -0.061 -1.901 2.381
H -1.462 -0.916 1.990
H 0.120 -0.157 2.199
*
```



No. 10
Molecular formula: C3H9N3O
Method: DFT, ωB97M-V/def2-TZVPD

LUMO energy, hartree: 0.036
Structure (SMILES): CNCCO.N#N
HOMO level, eV: -8.5226
Frontier orbital gap, eV: 9.514
M, g mol⁻¹: 103.1
Relative energy (zero: lowest compared OMol25 entry of this formula, charge and spin), kcal/mol: 46.10

Geometry as ORCA input:
```
! wB97M-V def2-TZVPD RIJCOSX def2/J DEFGRID3
* xyz 0 1
C -0.831 1.587 0.030
N -0.707 0.149 0.090
C 0.271 -0.434 -0.808
C 1.711 -0.369 -0.274
O 1.938 -1.280 0.781
H -1.110 1.885 -0.983
H 0.101 2.113 0.279
H -1.609 1.913 0.719
H -0.827 -0.378 1.120
H 0.212 0.071 -1.776
H 0.010 -1.489 -0.944
H 1.952 0.658 0.040
H 2.407 -0.651 -1.066
H 1.267 -1.140 1.457
N -2.535 -1.075 0.181
N -2.250 -1.561 1.153
*
```



No. 11
Molecular formula: C3H9N3O
Method: DFT, ωB97M-V/def2-TZVPD

LUMO energy, hartree: 0.024
HOMO level, eV: -7.5872
Frontier orbital gap, eV: 8.240
M, g mol⁻¹: 103.1
Relative energy (zero: lowest compared OMol25 entry of this formula, charge and spin), kcal/mol: 60.87

Geometry as ORCA input:
```
! wB97M-V def2-TZVPD RIJCOSX def2/J DEFGRID3
* xyz 0 1
C 1.593 -0.190 -0.518
C -2.230 -0.428 0.486
C -0.791 0.000 0.498
N 1.670 -0.679 -1.805
N -0.384 0.826 1.490
O 1.872 1.206 -0.317
N 0.031 -0.432 -0.389
H 1.826 1.574 -1.213
H 2.101 -0.693 0.317
H 2.498 -1.229 -2.000
H 0.178 -0.933 -1.427
H -1.072 1.244 2.091
H 0.484 1.326 1.328
H -2.400 -1.162 -0.298
H -2.875 0.435 0.308
H -2.502 -0.864 1.449
*
```



No. 12
Molecular formula: C3H9N3O
Method: DFT, ωB97M-V/def2-TZVPD

LUMO energy, hartree: 0.032
HOMO level, eV: -8.9145
Frontier orbital gap, eV: 9.775
M, g mol⁻¹: 103.1
Relative energy (zero: lowest compared OMol25 entry of this formula, charge and spin), kcal/mol: 182.08

Geometry as ORCA input:
```
! wB97M-V def2-TZVPD RIJCOSX def2/J DEFGRID3
* xyz 0 1
C 1.825 0.925 -0.977
C 1.198 0.524 0.425
C -1.294 -1.281 -0.284
H 1.232 1.892 -1.547
H 1.838 0.111 -1.872
H 2.980 1.361 -0.830
H 1.522 -0.741 0.530
H 1.631 0.883 1.441
H -0.451 1.489 -0.261
H -1.537 -2.049 -1.040
H -2.497 -2.231 1.033
H -1.348 0.192 1.594
N -0.149 0.724 0.267
N -0.598 -0.284 -0.731
N -1.812 -1.405 0.900
O -2.541 -0.111 1.352
*
```